1.
{
  "formula": "C13H22N",
  "method": "ωB97M-V with the def2-TZVPD basis set",
  "smiles": "C=C/C=C/C(=C)[N+](=C)[C@H](C)[C@H](C)CC",
  "e_lumo_ev": -3.66,
  "charge": 1,
  "orbital_gap_ev": 8.5,
  "mol_weight_da": 192.3,
  "elements": ["C", "C", "C", "C", "C", "C", "N", "C", "C", "C", "C", "C", "C", "C", "H", "H", "H", "H", "H", "H", "H", "H", "H", "H", "H", "H", "H", "H", "H", "H", "H", "H", "H", "H", "H", "H"],
  "coordinates": [[4.9891, 1.2988, -0.3483], [3.7505, 1.1664, 0.1439], [2.8458, 0.1819, -0.3972], [1.9470, -0.4311, 0.4274], [1.2430, -1.5356, -0.1022], [1.4328, -2.5331, -0.9275], [-0.3746, -1.4968, 0.6082], [-0.7791, -2.5609, 1.0786], [-0.9348, -0.1579, 0.7489], [-1.5080, -0.0255, 2.1355], [-1.9674, -0.1077, -0.4936], [-1.3207, -0.0492, -1.8472], [-2.8414, 1.1453, -0.1866], [-2.1081, 2.4596, -0.2726], [5.7182, 2.0070, 0.0040], [5.3316, 0.6276, -1.0156], [3.3726, 1.8580, 0.8767], [3.0488, -0.0012, -1.4071], [1.6530, -0.0615, 1.4816], [0.6233, -3.2039, -1.0193], [2.3370, -2.6329, -1.6249], [-1.7179, -2.8059, 1.6453], [-0.1783, -3.4721, 0.8965], [-0.2737, 0.6511, 0.3680], [-0.7131, 0.0144, 2.8943], [-2.1164, 0.9076, 2.1524], [-2.1136, -0.9235, 2.1992], [-2.6189, -0.9808, -0.4683], [-0.4936, 0.4833, -1.7406], [-2.0395, 0.5097, -2.5671], [-1.0484, -1.1041, -2.1490], [-3.4364, 1.0892, 0.7364], [-3.7971, 1.1277, -0.8704], [-1.4187, 2.7364, 0.5438], [-2.9089, 3.1901, -0.2849], [-1.5841, 2.6296, -1.2182]],
  "mulliken_charge": [-0.84, -0.24, -0.39, -0.19, 0.77, -1.12, 0.24, -0.07, -0.65, -1.45, 0.31, -1.60, -0.88, -1.13, 0.27, 0.30, 0.32, 0.55, 0.32, 0.32, 0.29, 0.30, 0.28, 0.61, 0.31, 0.38, 0.47, 0.46, 0.52, 0.36, 0.28, 0.51, 0.41, 0.26, 0.44, 0.30]
}



2.
{
  "formula": "C13H22N3O4Se2Si2W",
  "method": "ωB97M-V with the def2-TZVPD basis set",
  "e_lumo_ev": -4.87,
  "charge": 1,
  "orbital_gap_ev": 7.5,
  "mol_weight_da": 682.3,
  "elements": ["W", "C", "Si", "C", "C", "N", "C", "C", "C", "C", "C", "C", "N", "Si", "C", "C", "C", "H", "H", "H", "H", "H", "H", "H", "H", "H", "H", "H", "H", "H", "H", "H", "H", "H", "H", "H", "H", "H", "H", "O", "Se", "O", "O", "O", "Se", "C", "N"],
  "coordinates": [[-0.6468, 0.4162, -0.7307], [-0.2478, 3.7463, 1.7645], [0.8417, 3.0992, 0.3359], [0.0111, 3.6570, -1.3065], [2.6549, 3.6452, 0.3558], [0.7167, 1.3598, 0.1570], [0.8543, 0.3860, 1.1526], [1.1766, 0.6594, 2.4830], [1.2555, -0.3513, 3.4270], [1.0172, -1.6632, 3.0616], [0.7247, -1.9772, 1.7429], [0.6415, -0.9893, 0.7653], [0.3209, -1.2296, -0.5923], [-0.5728, -2.6141, -1.1558], [-1.0465, -2.3856, -2.9937], [-2.2339, -2.9848, -0.1989], [0.4930, -4.1885, -1.0897], [-0.4231, 4.8113, 1.6429], [0.1984, 3.6123, 2.7459], [-1.2202, 3.2497, 1.7586], [-0.2825, 4.6995, -1.2325], [-0.9120, 3.0930, -1.5242], [0.6886, 3.5876, -2.1562], [2.7227, 4.7194, 0.2277], [3.2203, 3.1723, -0.4438], [3.1418, 3.3953, 1.2923], [1.3755, 1.6793, 2.7687], [1.5059, -0.1056, 4.4467], [1.0632, -2.4494, 3.7989], [0.5674, -3.0048, 1.4560], [-1.7830, -1.6004, -3.1629], [-1.4975, -3.3085, -3.3474], [-0.1819, -2.2053, -3.6296], [-4.1347, -2.4997, -0.3583], [-2.1068, -2.9415, 0.8862], [-2.5427, -3.9972, -0.4627], [1.4767, -3.9794, -1.4991], [0.0487, -4.9627, -1.7031], [0.6397, -4.6096, -0.1017], [-2.0690, 1.7479, -0.1981], [-2.9573, 0.3081, -0.1991], [-1.7845, -0.3823, 0.7349], [-2.2256, -0.0211, -1.6827], [-3.2941, -2.0779, -0.5798], [0.2160, 0.7771, -2.9849], [1.7712, 0.4476, -2.0544], [2.8189, 0.2597, -1.6164]],
  "mulliken_charge": [0.51, -1.09, 0.07, -1.08, -1.13, 1.13, 0.80, -0.68, -0.96, -1.00, -0.61, 0.44, 0.78, 0.26, -1.27, -0.54, -1.30, 0.45, 0.39, 0.29, 0.48, 0.32, 0.30, 0.37, 0.36, 0.35, 0.38, 0.44, 0.46, 0.29, 0.35, 0.42, 0.37, 0.29, 0.39, 0.58, 0.38, 0.38, 0.45, -0.71, 0.60, -0.59, -0.62, -0.47, -0.09, 0.58, -0.52]
}



3.
{
  "formula": "C13H22O5",
  "method": "ωB97M-V with the def2-TZVPD basis set",
  "e_lumo_ev": 0.44,
  "charge": 0,
  "orbital_gap_ev": 9.3,
  "mol_weight_da": 258.3,
  "elements": ["C", "H", "H", "H", "C", "C", "H", "H", "H", "H", "C", "C", "C", "O", "C", "O", "C", "C", "H", "C", "C", "H", "H", "O", "H", "H", "H", "H", "H", "H", "C", "H", "H", "H", "C", "O", "O", "H", "H", "H"],
  "coordinates": [[-0.7682, -1.7718, -1.2620], [0.0421, -1.8904, -0.5344], [-0.4487, -2.4389, -2.1253], [-0.6170, -0.8235, -1.8186], [-2.2262, -2.0962, -1.0008], [-2.5394, -3.3998, -0.2172], [-3.5899, -3.5397, 0.2739], [-1.8151, -3.5039, 0.4212], [-2.3843, -4.0379, -1.1354], [-2.8839, -1.8461, -1.7166], [-2.7135, -0.6122, 0.1729], [-2.7369, 0.6245, -0.6050], [-2.0587, 1.4292, -0.0705], [-1.3895, 1.6961, 1.2898], [-0.8639, 0.3357, 1.4557], [0.1703, 0.0191, 0.9084], [1.3646, 0.7908, 0.9379], [2.4413, 0.3480, 0.1333], [2.2418, 0.4086, -1.0441], [3.6747, 1.3577, 0.2339], [4.7925, 0.8189, -0.8814], [5.5368, 1.6449, -0.6237], [4.4652, 0.8460, -1.7667], [5.3526, -0.3355, -0.1902], [4.7400, -0.9035, -0.6258], [4.1560, 1.3821, 1.1329], [3.4371, 2.1342, -0.1970], [2.7551, -0.4333, 0.3963], [0.9596, 1.9100, 0.6278], [1.6593, 1.0133, 2.0125], [-1.8660, -0.6723, 1.4343], [-2.6093, -0.6735, 2.1830], [-1.3089, -1.6758, 1.6613], [-0.5543, 0.3541, 2.6120], [-2.1556, 2.8841, -0.6075], [-2.5920, 3.3501, -1.6423], [-1.5064, 3.9296, -0.0760], [-1.2041, 3.5803, 1.2012], [-3.1350, 0.6821, -1.4435], [-3.8221, -0.8852, 0.4957]],
  "mulliken_charge": [-1.05, 0.16, 0.49, 0.33, -0.23, -1.39, 0.27, 0.46, 0.39, 0.75, 0.19, -1.23, 0.32, -0.47, 0.05, 0.04, -0.56, -0.92, 0.16, -1.16, -0.91, 0.37, 0.59, -0.47, 0.31, 0.56, 0.64, 1.03, 0.19, 0.23, -1.09, 0.42, 0.23, 0.22, 0.45, -0.63, -0.60, 0.43, 0.87, 0.55]
}



4.
{
  "formula": "C13H23BCaN6OSi",
  "method": "ωB97M-V with the def2-TZVPD basis set",
  "e_lumo_ev": [-11.35, -11.27],
  "charge": 2,
  "orbital_gap_ev": [2.2, 2.3],
  "mol_weight_da": 358.3,
  "elements": ["C", "N", "N", "C", "C", "B", "N", "N", "C", "C", "C", "Ca", "N", "N", "C", "C", "C", "H", "H", "H", "H", "H", "H", "H", "H", "H", "H", "H", "C", "H", "H", "H", "C", "Si", "C", "C", "O", "H", "H", "H", "H", "H", "H", "H", "H", "H"],
  "coordinates": [[2.9715, 0.0645, -0.7339], [1.7045, 0.0394, -1.1922], [1.8009, -0.0055, -2.5790], [3.0922, -0.0743, -2.9525], [3.8862, -0.0186, -1.8083], [0.5254, 0.1241, -3.4623], [-0.4539, -1.0509, -3.1606], [-1.0136, -1.2120, -1.9000], [-1.9062, -2.2245, -1.9950], [-1.8893, -2.7452, -3.3028], [-0.9504, -1.9842, -3.9992], [-0.4678, -0.2118, 0.2302], [-0.1688, 1.4545, -3.0444], [-0.5733, 1.6485, -1.7392], [-1.1049, 2.8891, -1.6810], [-1.0535, 3.4932, -2.9549], [-0.4488, 2.5453, -3.7831], [-1.4992, 3.3036, -0.7581], [-0.2000, 2.5657, -4.8315], [-1.4040, 4.4686, -3.2267], [0.8149, 0.1412, -4.6196], [-0.6016, -2.0290, -5.0185], [3.3483, -0.1538, -4.0035], [-2.4783, -3.5560, -3.6882], [4.9558, -0.0351, -1.7658], [-2.5198, -2.5367, -1.1571], [3.2023, 0.1439, 0.3244], [-2.9770, -0.8974, 0.9867], [-2.5176, -1.6450, 1.6534], [-3.0705, -2.5865, 1.5394], [-1.4523, -1.8354, 1.4186], [-2.6059, -1.3181, 2.6971], [-1.1021, 1.2015, 4.3828], [0.3666, 0.1719, 3.7695], [1.9646, 1.0271, 4.2705], [0.2220, -1.4896, 4.6686], [0.3212, -0.0386, 2.1814], [-1.0208, 1.3384, 5.4705], [-2.0611, 0.7091, 4.1693], [-1.1187, 2.1942, 3.9111], [2.0300, 1.1271, 5.3609], [2.8363, 0.4566, 3.9242], [2.0285, 2.0309, 3.8296], [-0.7824, -1.9219, 4.5615], [0.9455, -2.2132, 4.2676], [0.4250, -1.3555, 5.7402]],
  "mulliken_charge": [-0.24, -0.11, 0.13, 0.08, -0.88, -0.05, 0.08, -0.41, -0.06, -1.04, -0.09, 2.18, 0.11, -0.05, -0.22, -0.79, 0.07, 0.51, 0.49, 0.46, -0.03, 0.46, 0.48, 0.42, 0.45, 0.48, 0.58, 0.35, -0.90, 0.35, 0.08, 0.22, -0.97, 0.29, -1.05, -0.97, -1.08, 0.34, 0.26, 0.27, 0.35, 0.28, 0.27, 0.27, 0.28, 0.34]
}



5.
{
  "formula": "C13H23BN6NiOSi",
  "method": "ωB97M-V with the def2-TZVPD basis set",
  "e_lumo_ev": [-0.61, -1.33],
  "charge": 0,
  "orbital_gap_ev": [7.9, 7.0],
  "spin_multiplicity": 3,
  "mol_weight_da": 377.0,
  "elements": ["H", "N", "B", "N", "C", "Ni", "H", "C", "H", "C", "H", "C", "H", "H", "H", "N", "N", "N", "N", "C", "C", "H", "H", "C", "C", "C", "C", "H", "H", "H", "H", "H", "C", "Si", "C", "C", "O", "H", "H", "H", "H", "H", "H", "H", "H", "H"],
  "coordinates": [[1.6298, 2.0914, 0.2453], [1.2786, 0.7725, -1.3707], [0.1639, -0.0889, -3.5830], [0.5302, 0.8803, -2.5259], [0.1307, 2.1616, -2.6744], [2.2953, -0.5581, -0.9785], [-0.3303, 2.5329, -3.5701], [0.5876, 2.8943, -1.5727], [0.4153, 3.9362, -1.3261], [1.2255, 2.0064, -0.7377], [0.4535, 0.3336, -4.7159], [-0.2522, -0.3721, 1.5046], [0.5925, 0.4044, 1.6138], [0.1469, -1.4454, 1.6378], [-1.0885, -0.2065, 0.8175], [-1.3313, -0.4278, -3.7592], [1.0984, -1.3041, -3.3601], [-2.0763, -1.4810, -3.2384], [1.8451, -1.5420, -2.2586], [-2.0943, 0.3323, -4.5534], [1.5674, -2.1366, -4.3213], [-1.6461, 1.1206, -5.1249], [1.0686, -2.0689, -5.2840], [-3.3971, -0.1910, -4.5341], [2.5535, -2.9590, -3.7910], [-3.3506, -1.2601, -3.6654], [2.7025, -2.6059, -2.4795], [-4.2367, 0.1601, -5.0609], [3.0396, -3.7618, -4.2955], [-4.1487, -1.9037, -3.3832], [3.3605, -2.9050, -1.7174], [-0.9869, 0.3419, 2.7924], [1.0822, -0.3251, 4.3898], [-0.4226, 0.6564, 4.9281], [-1.4176, -0.3573, 6.1145], [0.1722, 2.1863, 5.8854], [-1.5180, 0.8779, 3.6516], [1.5071, -1.0153, 5.1164], [1.8935, 0.3818, 4.1880], [0.9559, -0.9131, 3.4758], [-0.9119, -0.4998, 7.0883], [-2.3864, 0.0982, 6.3611], [-1.6394, -1.3769, 5.7473], [1.1156, 2.6018, 5.4835], [-0.5564, 3.0087, 5.9029], [0.3796, 1.9257, 6.9378]],
  "mulliken_charge": [0.45, -0.17, -0.27, 0.58, -0.17, -0.25, 0.34, -0.98, 0.40, -0.04, -0.03, -1.03, 0.32, 0.26, 0.46, 0.78, 0.66, -0.90, -0.57, -0.19, -0.10, 0.40, 0.44, -0.81, -0.99, -0.29, 0.02, 0.41, 0.40, 0.46, 0.44, 0.37, -1.09, 0.57, -1.01, -1.04, -0.60, 0.39, 0.31, 0.27, 0.33, 0.30, 0.26, 0.31, 0.31, 0.30]
}



6.
{
  "formula": "C13H23I2MnOP2",
  "method": "ωB97M-V with the def2-TZVPD basis set",
  "e_lumo_ev": [-9.12, -10.95],
  "charge": 2,
  "orbital_gap_ev": [6.4, 5.0],
  "spin_multiplicity": 5,
  "mol_weight_da": 566.0,
  "elements": ["I", "I", "Mn", "P", "C", "C", "H", "H", "H", "H", "H", "H", "C", "H", "H", "H", "P", "C", "C", "H", "H", "H", "C", "H", "H", "H", "H", "H", "H", "C", "O", "C", "C", "C", "C", "C", "C", "H", "H", "H", "H", "H"],
  "coordinates": [[-2.7188, -0.0357, -1.6779], [1.4517, -2.8759, 0.0528], [-0.0324, -1.0164, -0.2909], [0.8011, -0.3846, -2.3160], [0.5998, -1.7620, -3.4072], [0.0420, 1.0333, -3.1337], [0.6414, 1.3565, -3.9723], [2.8230, 0.4949, -3.2169], [-0.1070, 1.8401, -2.4269], [2.7632, 0.7210, -1.4306], [-0.4706, -1.9876, -3.5880], [-0.9461, 0.7434, -3.5001], [2.5594, 0.0295, -2.2602], [1.0733, -1.5126, -4.3524], [3.1635, -0.8767, -2.0982], [1.0593, -2.6764, -2.9918], [-1.0165, -1.1250, 1.8774], [-1.7787, -2.6956, 2.2139], [0.1492, -0.9092, 3.2547], [-2.0532, 1.0639, 1.8834], [-2.5812, 0.0624, 3.2421], [-3.2278, -0.2055, 1.6223], [-2.3346, 0.0684, 2.1872], [0.8005, -0.0409, 3.0739], [-0.4132, -0.7829, 4.1827], [-2.1138, -2.7389, 3.2465], [-1.0702, -3.5133, 2.0127], [0.7971, -1.8017, 3.3283], [-2.6489, -2.8629, 1.5459], [-1.6913, -1.7269, -0.8150], [-2.1302, -2.8475, -0.6628], [1.0633, 3.5729, 1.0867], [-0.1546, 3.2599, 0.5012], [-0.4895, 1.9537, 0.1239], [0.4156, 0.8774, 0.3126], [1.6471, 1.2176, 0.9223], [1.9516, 2.5327, 1.2924], [1.2970, 4.6194, 1.3716], [-0.9102, 4.0620, 0.3093], [-1.4727, 1.7450, -0.3385], [2.3734, 0.3761, 1.0948], [2.8891, 2.7479, 1.7406]],
  "mulliken_charge": [0.18, -0.15, -1.16, 1.13, -1.22, -1.20, 0.51, 0.45, 0.27, 0.25, 0.36, 0.38, -1.05, 0.44, 0.38, 0.39, 0.83, -1.27, -1.07, 0.28, 0.46, 0.37, -1.16, 0.29, 0.46, 0.44, 0.38, 0.37, 0.39, 0.51, -0.38, -0.64, -0.61, 0.27, 0.99, -0.14, -0.49, 0.44, 0.42, -0.07, 0.43, 0.53]
}



Q: Which F_max values were calculated for the entries above? A: 0.100, 0.145, 0.359, 0.070, 0.113, 0.124, in hartree/bohr.